# 1
# CH3BrP2

A 2-piece molecular cluster, CH3BrP2 overall at a distorted geometry (ωB97M-V/def2-TZVPD, OMol25).

Its gap between HOMO and LUMO (spin up / spin down) is 7.25 / 7.25 eV. The electronic energy comes out at -3296.4713 hartree. As for the net charge: 0. As for the energy above the lowest of the compared OMol25 structures with the same formula, charge and spin: 266.5 kJ/mol. As for the LUMO energy (spin up / spin down): -2.0 / -2.0 eV. The value obtained for the largest force on an atom is 4.1 eV/A.

Last column: Mulliken charge in e.
Element x y z (Å)
C1 1.881 0.420 -0.370  -0.18
P1 1.100 -0.962 0.000  0.03
P2 -0.922 0.048 -0.187  -0.09
Br1 4.601 0.070 -0.317  -0.37
H1 2.262 1.318 -0.858  0.47
H2 -1.599 -0.987 0.200  0.06
H3 -0.699 0.380 1.066  0.09

---

# 2
# CH3Cl2FSi

CH3Cl2FSi as an isolated structure at a distorted geometry (ωB97M-V/def2-TZVPD, OMol25).

Its gap between HOMO and LUMO is 11.51 eV. The electronic energy comes out at -1349.7397 hartree. As for the net charge: 0. As for the energy above the lowest of the compared OMol25 structures with the same formula, charge and spin: 253.1 kJ/mol. As for the LUMO energy: 0.2 eV. The value obtained for the largest force on an atom is 5.1 eV/A.

Last column: Mulliken charge in e.
Element x y z (Å)
C1 1.064 -0.011 -0.163  -0.86
F1 -1.111 0.026 2.103  -0.62
Si1 -0.819 0.013 -0.140  0.91
Cl1 -1.749 -1.661 -0.648  -0.15
Cl2 -1.742 1.682 -0.665  -0.15
H1 1.442 -0.994 0.103  0.27
H2 1.452 0.246 -1.146  0.33
H3 1.462 0.698 0.556  0.27

---

# 3
# CH3Cl2N4

An isolated ion of composition CH3Cl2N4 and charge +1 at a distorted geometry (ωB97M-V/def2-TZVPD, OMol25).

Its gap between HOMO and LUMO (spin up / spin down) is 8.24 / 8.24 eV. The electronic energy comes out at -1178.8382 hartree. As for the net charge: +1. As for the energy above the lowest of the compared OMol25 structures with the same formula, charge and spin: 257.8 kJ/mol. As for the LUMO energy (spin up / spin down): -6.1 / -6.1 eV. The value obtained for the largest force on an atom is 6.5 eV/A.

Last column: Mulliken charge in e.
Element x y z (Å)
H1 -0.670 -0.759 -2.846  0.32
N1 -0.323 -0.733 -1.922  -0.53
N2 -0.821 -0.083 -1.095  0.49
Cl1 -2.347 1.027 -1.414  0.02
C1 -0.465 0.127 0.145  0.15
N3 0.746 -0.296 0.385  0.06
N4 1.446 -0.095 1.402  -0.21
Cl2 1.142 0.570 2.924  0.06
H2 -1.067 0.659 0.981  0.34
H3 2.359 -0.417 1.439  0.29

---

# 4
# CH3Cl2NO

A 2-piece molecular cluster, CH3Cl2NO overall at a distorted geometry (ωB97M-V/def2-TZVPD, OMol25).

Its gap between HOMO and LUMO is 9.39 eV. The electronic energy comes out at -1090.1860 hartree. As for the net charge: 0. As for the energy above the lowest of the compared OMol25 structures with the same formula, charge and spin: 306.4 kJ/mol. As for the LUMO energy: -0.3 eV. The value obtained for the largest force on an atom is 3.5 eV/A.

Last column: Mulliken charge in e.
Element x y z (Å)
C1 0.252 -0.387 -0.467  0.65
N1 0.614 0.784 0.106  -0.50
O1 -1.405 -0.862 0.787  -0.65
Cl1 -0.355 -0.269 -2.112  -0.09
Cl2 1.430 -1.534 -0.245  -0.11
H1 1.195 0.762 0.942  0.22
H2 -0.138 1.438 0.227  0.24
H3 -1.593 0.068 0.762  0.24

---

# 5
# CH3Cl2OPS

One molecule with the formula CH3Cl2OPS at a distorted geometry (ωB97M-V/def2-TZVPD, OMol25).

Its gap between HOMO and LUMO is 9.17 eV. The electronic energy comes out at -1774.9953 hartree. As for the net charge: 0. As for the energy above the lowest of the compared OMol25 structures with the same formula, charge and spin: 441.1 kJ/mol. As for the LUMO energy: -0.5 eV. The value obtained for the largest force on an atom is 4.0 eV/A.

Last column: Mulliken charge in e.
Element x y z (Å)
O1 2.662 -2.620 -0.228  -0.44
S1 1.408 -2.333 0.394  0.49
Cl1 1.571 -2.395 2.588  -0.26
P1 1.435 -0.128 0.324  0.09
C1 -0.729 -0.359 0.250  -0.61
Cl2 -1.108 -1.382 -1.092  -0.12
H1 1.875 -0.235 -0.965  0.11
H2 -1.059 0.634 0.117  0.39
H3 -0.849 -0.756 1.268  0.34

---

# 6
# CH3Cl2OPS

CH3Cl2OPS as an isolated structure at a distorted geometry (ωB97M-V/def2-TZVPD, OMol25).

Its gap between HOMO and LUMO is 8.83 eV. The electronic energy comes out at -1775.1025 hartree. As for the net charge: 0. As for the energy above the lowest of the compared OMol25 structures with the same formula, charge and spin: 159.4 kJ/mol. As for the LUMO energy: -0.6 eV. The value obtained for the largest force on an atom is 4.1 eV/A.

Last column: Mulliken charge in e.
Element x y z (Å)
C1 0.885 0.765 0.404  -0.34
O1 -1.385 -0.418 0.566  -0.42
P1 -0.118 -0.520 -0.388  0.55
S1 0.648 -2.366 -0.755  -0.31
Cl1 1.137 0.099 1.980  -0.11
Cl2 -0.938 0.478 -2.352  -0.32
H1 0.110 1.604 0.262  0.28
H2 1.898 1.023 0.092  0.33
H3 -2.237 -0.665 0.192  0.34

---

# 7
# CH3Cl3N2P

An isolated ion of composition CH3Cl3N2P and charge +1 at a distorted geometry (ωB97M-V/def2-TZVPD, OMol25).

Its gap between HOMO and LUMO is 8.74 eV. The electronic energy comes out at -1871.0556 hartree. As for the net charge: +1. As for the energy above the lowest of the compared OMol25 structures with the same formula, charge and spin: 50.4 kJ/mol. As for the LUMO energy: -5.7 eV. The value obtained for the largest force on an atom is 4.9 eV/A.

Last column: Mulliken charge in e.
Element x y z (Å)
C1 1.986 -0.007 0.084  -0.60
N1 0.723 0.576 -0.023  -0.05
N2 -0.202 -0.209 -0.343  -0.11
P1 -1.899 0.081 -0.062  0.96
Cl1 -2.814 -1.053 -1.405  -0.04
Cl2 -2.445 1.927 -0.461  -0.04
Cl3 -2.477 -0.562 1.700  -0.02
H1 1.945 -1.092 -0.449  0.33
H2 2.245 -0.311 1.142  0.31
H3 2.937 0.649 -0.184  0.28

---

# 8
# CH3Cl3SSi

One molecule with the formula CH3Cl3SSi at a distorted geometry (ωB97M-V/def2-TZVPD, OMol25).

Its gap between HOMO and LUMO (spin up / spin down) is 6.38 / 7.06 eV. The electronic energy comes out at -2107.9936 hartree. As for the net charge: 0. As for the energy above the lowest of the compared OMol25 structures with the same formula, charge and spin: 504.7 kJ/mol. As for the LUMO energy (spin up / spin down): 0.3 / -3.6 eV. The spin multiplicity is 3. The value obtained for the largest force on an atom is 2.8 eV/A.

Last column: Mulliken charge in e.
Element x y z (Å)
C1 -0.205 1.054 -0.406  0.17
Si1 0.447 -0.767 -0.370  0.43
S1 0.396 -1.674 2.100  -0.11
Cl1 -0.007 1.739 -2.071  -0.17
Cl2 0.785 2.057 0.603  -0.12
Cl3 -1.942 1.224 0.053  -0.15
H1 1.632 -0.873 -1.037  -0.17
H2 -0.334 -1.786 -1.064  -0.12
H3 -0.774 -0.975 2.193  0.25

---

# 9
# CH3ClFNS

One molecule with the formula CH3ClFNS at a distorted geometry (ωB97M-V/def2-TZVPD, OMol25).

Its gap between HOMO and LUMO (spin up / spin down) is 6.86 / 8.37 eV. The electronic energy comes out at -1052.7084 hartree. As for the net charge: 0. As for the energy above the lowest of the compared OMol25 structures with the same formula, charge and spin: 168.7 kJ/mol. As for the LUMO energy (spin up / spin down): -0.9 / -2.1 eV. The spin multiplicity is 3. The value obtained for the largest force on an atom is 4.5 eV/A.

Last column: Mulliken charge in e.
Element x y z (Å)
C1 0.602 -0.927 0.216  -0.20
N1 -0.411 1.687 -0.241  -0.36
F1 1.818 -0.941 0.801  -0.23
S1 -0.477 0.229 1.235  0.13
Cl1 -2.405 -0.879 1.039  -0.27
H1 0.489 -0.366 -0.663  0.37
H2 0.176 -1.925 0.525  0.30
H3 -0.917 2.358 0.319  0.27

---

# 10
# CH3ClI2Si

One molecule with the formula CH3ClI2Si at a distorted geometry (ωB97M-V/def2-TZVPD, OMol25).

Its gap between HOMO and LUMO is 9.30 eV. The electronic energy comes out at -1385.1012 hartree. As for the net charge: 0. As for the energy above the lowest of the compared OMol25 structures with the same formula, charge and spin: 3.7 kJ/mol. As for the LUMO energy: -0.5 eV. The value obtained for the largest force on an atom is 1.9 eV/A.

Last column: Mulliken charge in e.
Element x y z (Å)
C1 -0.279 -1.027 0.149  -1.13
Si1 0.123 0.768 -0.178  0.41
Cl1 -1.685 1.931 0.208  -0.26
I1 1.777 1.699 1.466  -0.07
I2 1.111 1.025 -2.487  -0.06
H1 0.559 -1.559 0.489  0.37
H2 -0.895 -1.185 0.990  0.37
H3 -0.711 -1.652 -0.636  0.36

---

# 11
# CH3ClN2O2

One molecule with the formula CH3ClN2O2 at a distorted geometry (ωB97M-V/def2-TZVPD, OMol25).

Its gap between HOMO and LUMO is 10.22 eV. The electronic energy comes out at -759.8579 hartree. As for the net charge: 0. As for the energy above the lowest of the compared OMol25 structures with the same formula, charge and spin: 403.0 kJ/mol. As for the LUMO energy: -0.4 eV. The value obtained for the largest force on an atom is 4.3 eV/A.

Last column: Mulliken charge in e.
Element x y z (Å)
C1 -0.011 0.072 -0.173  -0.63
N1 0.380 0.961 -1.238  -0.48
N2 0.783 2.064 -1.136  1.12
O1 1.262 2.843 -1.867  -0.60
O2 0.808 2.601 0.292  -0.33
Cl1 -0.696 2.874 1.001  0.03
H1 0.057 0.461 0.861  0.29
H2 -0.875 -0.553 -0.254  0.29
H3 0.703 -0.678 -0.160  0.31

---

# 12
# CH3ClN2O2

A 2-piece molecular cluster, CH3ClN2O2 overall at a distorted geometry (ωB97M-V/def2-TZVPD, OMol25).

Its gap between HOMO and LUMO (spin up / spin down) is 8.25 / 8.32 eV. The electronic energy comes out at -759.8632 hartree. As for the net charge: 0. As for the energy above the lowest of the compared OMol25 structures with the same formula, charge and spin: 389.1 kJ/mol. As for the LUMO energy (spin up / spin down): -1.3 / -1.3 eV. The value obtained for the largest force on an atom is 3.7 eV/A.

Last column: Mulliken charge in e.
Element x y z (Å)
C1 1.429 -0.454 -0.218  -0.14
N1 -0.954 0.883 -0.917  -0.22
N2 -0.589 0.420 0.146  0.50
O1 -1.019 0.546 1.281  -0.64
O2 -2.041 1.711 -0.954  -0.34
Cl1 2.376 0.912 -0.734  -0.06
H1 1.426 -0.729 0.809  0.31
H2 1.414 -1.033 -1.098  0.27
H3 -2.463 1.552 -0.103  0.33